DFT (wB97M-V/def2-TZVPD) results for a 11-piece molecular cluster, C5H31NO12 overall at a distorted geometry.

Summary:
**HOMO level**: -0.3679 Ha
**Orbital gap**: 0.374 Eh
**SMILES string**: CCCCNC(=O)O.O.O.O.O.O.O.O.O.O.O

```
! RIJCOSX wB97M-V def2-TZVPD def2/J DEFGRID3
* xyz 0 1
C -0.0008 -1.1253 3.2834
C -1.5350 -1.0505 3.1254
C -2.1613 0.2700 2.6956
C -2.1267 0.4311 1.1060
N -1.0874 -0.5494 0.6277
C -1.0775 -0.7584 -0.7440
O -0.3356 -1.5894 -1.2891
O -2.0141 -0.0723 -1.4016
H 0.4138 -2.0912 2.9538
H 0.3005 -1.2082 4.3371
H 0.6277 -0.3165 2.8473
H -1.8660 -1.8199 2.3964
H -1.9408 -1.3466 4.1362
H -1.5992 1.1099 3.0819
H -3.2284 0.3660 2.9969
H -3.0819 0.2918 0.6664
H -1.7572 1.3943 0.7921
H -0.3175 -0.9291 1.1177
H -1.6307 0.3152 -2.2294
O 1.2172 -1.6498 -3.6822
H 0.4253 -1.9458 -4.1924
H 0.6393 -1.4326 -2.9015
O -1.8302 -3.0750 -3.3719
H -1.5210 -2.2267 -2.9004
H -2.4792 -3.3405 -2.7097
O 1.7906 -1.7671 1.1771
H 2.2839 -1.5438 1.9577
H 2.3664 -2.3388 0.5972
O -0.3392 1.2060 -3.2553
H -0.3015 1.4360 -4.1904
H 0.5182 1.0640 -2.8626
O 0.2969 2.7140 -0.6777
H 0.6832 2.1065 -0.0968
H 0.8916 2.9991 -1.3193
O 1.6628 0.9165 1.1389
H 1.3724 0.1064 0.6008
H 1.0971 1.0199 1.9133
O -0.5735 3.7095 1.6144
H -1.2486 4.3055 1.3080
H -0.1470 3.3190 0.8494
O 2.2886 1.3238 -1.7961
H 2.7471 1.2129 -0.9176
H 2.9712 1.1294 -2.4183
O 1.6890 3.6178 3.4384
H 0.8299 3.8700 3.0680
H 2.1099 2.9215 2.9726
O 2.1153 -3.2529 -0.7356
H 1.1695 -3.0742 -0.6640
H 2.0711 -4.2191 -0.7954
*
```

DFT (wB97M-V/def2-TZVPD) results for a 11-piece molecular cluster, C5H31NO12 overall at a distorted geometry.

Summary:
**HOMO level**: -0.3287 Ha
**Orbital gap**: 0.329 Eh
**SMILES string**: N[C@H](C=O)CCCO.O.O.O.O.O.O.O.O.O.O

```
! RIJCOSX wB97M-V def2-TZVPD def2/J DEFGRID3
* xyz 0 1
N -0.3633 -2.2603 1.5379
C 0.7815 -2.0031 0.7478
C 1.9751 -1.1211 1.4254
O 1.6969 -0.3323 2.2124
C 0.2556 -1.0711 -0.4129
C -0.5281 -1.8313 -1.4442
C 0.2200 -2.3136 -2.6697
O 0.3979 -1.3264 -3.6912
H -0.2302 -2.8458 2.4000
H -0.7443 -1.3651 1.8581
H 1.3138 -2.9507 0.3671
H 2.9725 -1.0113 1.0283
H -0.1938 -0.1740 0.1913
H 1.0788 -0.4176 -0.8917
H -0.8324 -2.6976 -0.8826
H -1.4441 -1.3039 -1.6691
H -0.3729 -3.0115 -3.2395
H 1.1434 -2.8088 -2.4864
H 0.9540 -0.6693 -3.2807
O 3.9848 0.1842 -0.2795
H 3.8867 0.8359 0.3645
H 3.3227 0.4191 -0.9287
O 1.8665 2.0526 -0.8979
H 1.8083 2.7685 -0.1519
H 0.9191 1.9954 -1.0311
O 3.3375 1.7395 1.7005
H 2.4680 2.1481 1.7185
H 3.3596 1.2659 2.5992
O -3.4861 0.6222 -0.1031
H -3.4086 1.4612 0.3206
H -3.4286 -0.1398 0.2318
O -1.1433 1.6019 -1.6938
H -1.9640 1.2571 -1.4860
H -1.2189 1.8792 -2.4888
O -0.1684 0.1732 4.2127
H 0.6438 0.4741 3.8841
H -0.8964 0.8154 4.0046
O -0.2988 3.4293 0.3378
H -0.6143 2.9786 -0.4167
H -0.7861 4.3165 0.3196
O -1.9970 0.3611 -3.6870
H -2.7009 -0.1596 -3.0690
H -1.3780 -0.3600 -3.7634
O -1.7245 1.7625 2.0476
H -1.2023 2.4118 1.5598
H -1.5810 0.8566 1.7397
O -3.5220 -2.1465 0.4991
H -2.9559 -2.6911 -0.0717
H -3.1476 -2.3839 1.3656
*
```

DFT (wB97M-V/def2-TZVPD) results for a 12-piece molecular cluster, C5H31NO13 overall at a distorted geometry.

Summary:
**HOMO level**: -0.3813 Ha
**Orbital gap**: 0.378 Eh
**SMILES string**: CCCC(=O)NC=O.O.O.O.O.O.O.O.O.O.O.O

```
! RIJCOSX wB97M-V def2-TZVPD def2/J DEFGRID3
* xyz 0 1
C 0.2795 0.2152 1.1069
C -0.2840 1.4664 1.7679
C -1.7210 1.2535 2.2768
C -2.4420 0.2667 1.4226
O -2.7420 -0.8554 1.8057
N -2.7169 0.5776 0.0926
C -2.4972 1.7994 -0.5083
O -2.5677 1.8867 -1.7196
H 0.1030 -0.6750 1.7159
H 1.3541 0.3105 0.9588
H -0.1698 0.0291 0.1371
H -0.2178 2.2899 1.0439
H 0.3206 1.7898 2.6097
H -1.7095 0.8758 3.2937
H -2.2215 2.2232 2.3030
H -2.9622 -0.2125 -0.4944
H -2.3701 2.6658 0.1423
O -1.2894 0.2075 -3.4559
H -1.7574 0.8331 -2.8383
H -1.7658 0.3395 -4.2779
O 1.9846 -2.1479 -1.8539
H 0.9921 -2.1462 -1.7507
H 2.1686 -2.8776 -2.4497
O 4.4432 1.8773 0.5806
H 5.3485 2.1285 0.3546
H 3.9459 2.0100 -0.2621
O -3.7822 -2.5032 -0.0705
H -4.7371 -2.5687 0.0818
H -3.3982 -2.0997 0.7395
O -4.2356 2.9982 1.3565
H -5.0613 2.5317 1.4454
H -4.4241 3.9474 1.4163
O 1.9188 0.2700 -3.0974
H 0.9636 0.3557 -3.2117
H 2.0416 -0.5945 -2.6305
O 3.4754 -2.8840 0.3804
H 2.9589 -2.5783 -0.4026
H 2.7921 -3.1366 1.0345
O -0.6920 -1.8792 -1.8122
H -1.0116 -1.2838 -2.5256
H -1.4228 -2.4669 -1.5770
O 4.0381 -0.9435 2.3548
H 4.1240 -0.0914 1.8993
H 4.0204 -1.6327 1.6362
O 1.8184 -2.4482 3.0131
H 1.0054 -1.9432 2.9071
H 2.5746 -1.8180 3.0072
O 3.1337 2.3352 -1.7727
H 2.6363 1.5624 -2.1494
H 3.6405 2.7072 -2.5134
*
```

DFT (wB97M-V/def2-TZVPD) results for a 10-piece molecular cluster, C5H31NO9 overall at a distorted geometry.

Summary:
**HOMO level (spin up / spin down)**: -0.4490 / -0.4490 Ha
**Orbital gap (spin up / spin down)**: 0.330 / 0.104 Eh

```
! RIJCOSX wB97M-V def2-TZVPD def2/J DEFGRID3
* xyz 1 2
C -2.0336 -1.4747 -3.0354
C -0.5682 -0.7588 -2.7767
C -0.8992 0.5490 -2.0785
C 0.1847 1.6431 -2.2229
C -0.9978 0.2433 -0.5560
N 0.3217 -1.6296 -2.1407
H -1.7087 -2.3973 -3.4976
H -2.6878 -1.5735 -2.2275
H -2.6175 -0.9220 -3.7478
H -0.2477 -0.4260 -3.8110
H -1.8938 0.9084 -2.3576
H 0.8270 1.5794 -1.3826
H -0.3500 2.6032 -2.1685
H 0.6080 1.5445 -3.2032
H -1.3262 -0.8071 -0.2809
H -0.1086 0.3269 0.0259
H -1.7633 0.9195 -0.1331
H 0.0045 -1.8227 -1.1616
H 0.1107 -2.5744 -2.4604
H -2.5557 2.5023 3.0014
H -2.5554 1.0178 3.4838
O -2.9798 1.8883 3.6111
H 0.9328 -1.6259 1.4290
H -0.3848 -1.7223 2.1361
O 0.2129 -2.2562 1.5895
H 3.7019 -1.1650 -1.0351
H 2.3014 -1.0256 -1.5507
O 2.9162 -0.6088 -0.9106
H 0.4742 -4.3731 1.4700
H -0.1239 -3.9026 0.0832
O 0.3556 -4.5956 0.5421
H 2.3961 0.5389 0.6480
H 3.0404 1.6791 -0.2655
O 2.4124 1.4699 0.4264
H -0.4753 0.8418 2.8775
H -0.8586 0.0851 4.1684
O -1.0684 0.1479 3.2171
H 2.9005 -1.1371 1.1460
H 2.9516 -0.0894 2.2244
O 2.5968 -0.9710 2.0482
H 1.1245 1.9560 1.2580
H 0.9719 3.0401 2.4055
O 0.5779 2.2467 2.0290
H -1.2438 4.1115 1.3901
H -0.8806 2.7132 0.7828
O -1.5948 3.3029 1.0108
*
```

DFT (wB97M-V/def2-TZVPD) results for a 11-piece molecular cluster, C5H32NO10S2 overall at a distorted geometry.

Summary:
**HOMO level**: -0.1664 Ha
**Orbital gap**: 0.257 Eh

```
! RIJCOSX wB97M-V def2-TZVPD def2/J DEFGRID3
* xyz -1 1
C 0.0619 -1.3947 -1.3448
C 0.7519 -1.4583 -2.7687
S 2.5457 -1.5379 -2.8630
C -0.5841 -0.0149 -1.0508
N -0.0827 0.4768 0.2234
C -0.6573 1.8104 0.5159
C 0.0701 2.4593 1.6668
S -0.5787 4.2259 1.9962
H -0.7174 -2.1310 -1.4331
H 0.8305 -1.6976 -0.6577
H 0.2404 -2.1486 -3.4818
H 0.5100 -0.4609 -3.1345
H -0.4262 0.5978 -1.9331
H -1.6687 -0.1677 -0.9827
H 0.9500 0.4554 0.1381
H -0.9113 2.4761 -0.3243
H -1.5922 1.4183 0.9980
H -0.0920 1.8585 2.5584
H 1.0874 2.6839 1.5048
H -1.7821 4.0586 1.4448
H -4.1375 1.7818 -1.6261
H -3.0346 0.9058 -0.9949
O -3.7502 1.5164 -0.8014
H 3.0875 -1.8696 -0.2306
H 3.2046 -0.6528 -0.9953
O 2.9857 -0.9253 -0.0351
H 0.9864 -1.7036 2.7812
H -0.0920 -2.4777 2.0073
O 0.3703 -2.4295 2.8643
H -1.8446 -1.4755 3.1567
H -1.4973 -0.1702 2.4381
O -2.2045 -0.5977 2.9630
H 2.5515 1.0633 2.7517
H 1.8787 1.2261 4.1682
O 1.6550 1.0162 3.2519
H -4.1266 0.3051 0.6872
H -3.4037 -0.9003 1.3509
O -4.2749 -0.5669 1.1056
H -1.4391 -0.2053 -3.8780
H -1.1711 -1.5879 -4.1974
O -1.7841 -0.8848 -4.4599
H -0.6738 -4.2237 0.2639
H -1.3526 -2.8667 -0.0859
O -1.0822 -3.4441 0.6522
H 3.3839 1.6459 0.8783
H 3.5329 0.1292 1.2840
O 3.7142 1.0593 1.5660
H 3.3484 0.9636 -3.1274
H 3.7935 1.9648 -1.9697
O 3.4214 1.8945 -2.8407
*
```

DFT (wB97M-V/def2-TZVPD) results for a 11-piece molecular cluster, C5H32NO11 overall at a distorted geometry.

Summary:
**HOMO level**: -0.4580 Ha
**Orbital gap**: 0.371 Eh

```
! RIJCOSX wB97M-V def2-TZVPD def2/J DEFGRID3
* xyz 1 1
C 1.3563 -2.2815 1.1551
C 0.3644 -1.2695 0.6062
C -0.1636 -0.2974 1.6770
C -1.7053 -0.2345 1.7384
C -2.5891 0.0924 0.5768
O -2.1851 0.2782 -0.5462
N 1.0287 -0.5057 -0.5039
H 1.9043 -2.7359 0.3432
H 0.8786 -3.1092 1.6869
H 1.9106 -1.8407 1.9824
H -0.5380 -1.7169 0.2046
H 0.1792 0.7381 1.5476
H 0.2316 -0.5538 2.6598
H -1.9509 0.3380 2.6334
H -1.8995 -1.2711 1.9584
H -3.6489 0.0754 0.8655
H 2.0395 -0.3653 -0.3808
H 0.5340 0.3853 -0.6273
H 0.8525 -0.8421 -1.4550
H 4.7113 0.6962 2.6435
H 4.0318 -0.6593 2.3382
O 4.0968 0.2549 2.0460
H 1.9342 1.3533 -2.5147
H 3.4659 1.0087 -1.9970
O 2.5551 1.2014 -1.7769
H -1.4157 -0.0345 -2.6165
H -0.9631 -0.7032 -3.9519
O -0.6955 -0.0765 -3.2737
H 0.9641 2.2207 -4.8721
H 0.4239 1.3465 -3.6227
O 1.1708 1.8182 -4.0313
H 0.1924 3.2552 -1.7003
H 1.3064 2.3977 -0.9708
O 0.3530 2.4813 -1.1444
H -3.7663 -2.5532 0.2715
H -3.8047 -3.1461 1.7385
O -3.3173 -2.6047 1.1173
H -0.4039 3.0875 0.3087
H -0.2910 3.8819 1.6305
O -0.8113 3.8195 0.8216
H 4.8102 -1.1768 -0.5963
H 4.0944 -0.2624 0.3920
O 3.9248 -0.9436 -0.2928
H -3.4669 2.4264 1.9702
H -2.2993 2.9322 1.1105
O -2.9429 2.1934 1.2283
H -1.5583 -5.1745 0.8290
H -1.8572 -3.8379 1.5113
O -1.6804 -4.7712 1.6967
*
```

DFT (wB97M-V/def2-TZVPD) results for a 12-piece molecular cluster, C5H32NO12 overall at a distorted geometry.

Summary:
**HOMO level**: -0.2210 Ha
**Orbital gap**: 0.324 Eh

```
! RIJCOSX wB97M-V def2-TZVPD def2/J DEFGRID3
* xyz -1 1
C 2.2876 0.6245 -1.1213
O 1.3413 -0.2481 -1.7756
C 3.4147 -0.1299 -0.3351
C 3.8224 0.6740 0.9665
C 2.7830 0.9556 2.0255
C 1.7707 0.1392 2.2614
N 0.4468 0.3689 2.6881
H 2.6772 1.2388 -1.9453
H 1.7045 1.2731 -0.4274
H 3.1226 -1.1392 -0.0651
H 4.2735 -0.1318 -0.9920
H 4.2935 1.6081 0.7055
H 4.6659 0.1157 1.4395
H 2.6017 1.9860 2.3857
H 1.8491 -0.8458 1.8185
H 0.1360 -0.4488 3.2205
H 0.3064 1.0416 3.4518
H -1.6954 2.2221 0.9160
H -1.8573 3.5582 0.3333
O -1.5787 3.1478 1.1679
H -3.1338 1.8027 -1.4056
H -3.5820 0.5243 -0.7234
O -3.7324 1.0590 -1.5115
H -3.5571 -1.5306 1.3144
H -2.6310 -2.4728 1.9273
O -3.5563 -2.1801 2.0422
H -0.1651 -2.9240 -1.3241
H -0.1722 -3.3996 -2.8110
O -0.6174 -3.5276 -1.9641
H -0.2391 -2.7728 0.4351
H -1.0880 -4.1732 0.7459
O -1.2076 -3.2133 0.7677
H -1.1027 2.8426 3.2896
H 0.3352 3.2267 3.1275
O -0.3152 3.0735 3.8091
H 1.0584 -1.1803 -1.3837
H 0.0493 -1.1668 0.2651
O 0.5952 -1.8654 -0.1431
H -2.0724 -1.9832 -0.0444
H -2.6846 -1.5398 -1.4238
O -2.7596 -1.4025 -0.4618
H 1.5268 -1.0030 -4.3186
H 2.1253 -0.9266 -2.9709
O 2.3183 -1.3299 -3.8785
H -0.0763 0.4245 -1.5775
H -1.5583 0.2821 -1.0826
O -0.9450 0.9096 -1.4675
H -0.4510 3.9426 -2.2609
H -0.8950 2.4601 -1.6122
O -0.9048 3.4499 -1.5741
*
```

DFT (wB97M-V/def2-TZVPD) results for a 12-piece molecular cluster, C5H32NO13 overall at a distorted geometry.

Summary:
**HOMO level**: -0.2659 Ha
**Orbital gap**: 0.369 Eh

```
! RIJCOSX wB97M-V def2-TZVPD def2/J DEFGRID3
* xyz -1 1
O 0.1003 -1.7236 1.0913
C 0.2002 -1.0473 0.0138
O 1.0697 -1.3508 -0.8736
C -0.8030 0.1550 -0.0157
C -0.3169 1.4786 0.5530
C -1.3681 2.3996 1.2201
C -1.6449 1.7732 2.5175
N -1.4695 0.2501 -1.3527
H -1.5309 -0.3229 0.6685
H 0.4214 1.4110 1.4533
H 0.1273 2.0823 -0.2518
H -0.7181 3.3583 1.4144
H -2.2557 2.7040 0.6074
H -1.0814 0.9025 2.8295
H -1.2577 2.4511 3.2540
H -2.6598 1.4585 2.7774
H -1.0661 1.1283 -1.7768
H -0.9926 -0.4298 -2.0076
H 3.3670 0.6576 -0.7881
H 1.8853 0.1318 -1.0890
O 2.4822 0.8649 -1.1753
H 0.7326 -1.6303 2.4768
H 0.3977 -0.3060 2.9098
O 0.9995 -1.0890 3.1950
H -0.9235 -1.2179 3.9286
H -1.0084 -1.8224 2.4016
O -1.4147 -1.3846 3.1259
H 1.9111 2.4099 -2.1817
H 0.5004 3.0514 -2.5646
O 1.2359 3.1125 -2.0296
H 0.7959 -3.8742 -1.4250
H 1.5072 -3.1353 -0.4316
O 1.6799 -3.7733 -1.1694
H 2.5977 1.9051 0.0137
H 2.2974 3.2964 -0.0279
O 2.9063 2.7561 0.4676
H -2.7676 -2.3944 1.2073
H -3.8242 -1.7242 0.3059
O -3.3628 -2.5799 0.3402
H -3.1008 -0.0632 1.4135
H -3.2177 0.0276 -0.0233
O -3.8463 0.0693 0.7272
H 0.9507 0.2618 -3.4667
H -0.1290 0.1140 -4.3789
O 0.2098 0.8101 -3.8245
H 3.1093 -2.5891 -0.8198
H 2.7354 -1.7780 0.2836
O 3.4064 -1.7272 -0.4051
H 0.5243 -1.3927 -2.5785
H 1.7140 -2.0824 -3.0332
O 0.8949 -1.5824 -3.5064
*
```

DFT (wB97M-V/def2-TZVPD) results for a 13-piece molecular cluster, C5H33NO14 overall at a distorted geometry.

Summary:
**HOMO level**: -0.3542 Ha
**Orbital gap**: 0.348 Eh

```
! RIJCOSX wB97M-V def2-TZVPD def2/J DEFGRID3
* xyz 0 1
O -1.2894 -2.8095 2.4832
C -0.1618 -2.9851 2.3877
C 0.3964 -3.8260 1.1960
C 1.5203 -3.1569 0.5610
C 2.0156 -1.8980 1.2089
C 1.0359 -0.7104 0.9032
N 1.1190 -0.0351 -0.2641
O 0.1563 -0.5102 1.7057
H 0.6961 -2.6608 3.0525
H 0.4714 -4.8917 1.3250
H -0.4960 -3.8176 0.4852
H 2.1998 -4.0374 0.5301
H 1.1909 -2.8293 -0.4615
H 2.0174 -2.1184 2.3608
H 2.9173 -1.5540 0.7271
H 0.5375 0.7584 -0.5928
H 2.0727 0.0085 -0.8939
H 4.6233 -0.3291 -0.9237
H 3.7322 0.3092 0.1959
O 4.5693 -0.0316 -0.0847
H -1.1320 0.8104 1.5328
H -2.4806 1.5958 1.3841
O -1.6263 1.5638 1.7022
H 0.0173 4.4382 -0.3251
H -0.3493 3.7252 0.9345
O -0.4873 3.7321 0.0376
H -3.6019 -0.2598 -1.2690
H -3.0937 1.1069 -1.9102
O -2.9843 0.1211 -1.6964
H 1.6290 2.1816 -3.9622
H 2.7135 2.5320 -4.8589
O 1.7826 2.3224 -4.8732
H 0.0348 2.2786 -2.2026
H -0.4975 0.9136 -2.5946
O 0.2584 1.3551 -2.1498
H -1.2104 -0.7623 -1.6396
H -0.9652 -2.0432 -0.8607
O -0.9704 -1.8129 -1.7768
H 2.4925 1.4648 -2.2182
H 3.0642 2.8513 -1.7638
O 3.1961 2.0131 -1.8906
H -0.1228 2.6659 2.1769
H -0.5585 3.5475 3.4194
O -0.0141 3.5363 2.6303
H -3.0517 -4.0133 0.3065
H -2.5989 -2.8193 1.2888
O -3.2290 -3.1327 0.6554
H -3.4652 -0.7131 2.6069
H -2.5809 -0.9958 3.6753
O -3.5297 -1.1670 3.4327
H -1.7443 3.5157 -1.2443
H -2.3182 3.5818 -2.4975
O -1.9008 2.9918 -1.9515
*
```

DFT (wB97M-V/def2-TZVPD) results for a 12-piece molecular cluster, C5H34N2O11 overall at a distorted geometry.

Summary:
**HOMO level**: -0.2893 Ha
**Orbital gap**: 0.291 Eh
**SMILES string**: C[C@H](N)C/C=C/N.O.O.O.O.O.O.O.O.O.O.O

```
! RIJCOSX wB97M-V def2-TZVPD def2/J DEFGRID3
* xyz 0 1
C 3.7603 1.7595 1.8180
C 2.2338 2.0424 1.7035
N 2.0554 3.3678 2.2464
C 1.5298 0.9167 2.4488
C 1.3480 -0.4167 1.7395
C 1.2928 -0.5120 0.4168
N 0.7770 -1.6128 -0.2994
H 4.1099 0.9875 1.1291
H 4.0486 1.4695 2.8349
H 4.3839 2.6359 1.6232
H 2.1143 2.0359 0.6250
H 1.1319 3.7597 2.1474
H 2.4778 3.5713 3.1338
H 1.9950 0.6633 3.4039
H 0.4892 1.2022 2.6562
H 1.1380 -1.2784 2.3635
H 1.3784 0.3720 -0.1783
H 0.9734 -2.5093 0.1183
H 0.8497 -1.5673 -1.3053
O -3.0427 -2.6450 1.6463
H -3.3951 -2.9480 2.4888
H -2.5027 -1.8565 1.7916
O -0.1776 1.7689 -0.9837
H -0.7784 2.0656 -1.6714
H -0.2935 0.8191 -0.9102
O 1.9649 -3.8204 1.8504
H 1.8796 -4.7420 1.5725
H 2.7945 -3.8321 2.3412
O -1.4395 -4.5152 0.3301
H -1.9116 -3.9676 0.9941
H -0.8072 -3.8766 -0.0237
O -2.3648 0.9177 2.0844
H -3.2789 0.7882 2.3355
H -2.2460 1.4078 1.2641
O -1.9474 4.6205 -1.9309
H -1.5238 4.0825 -2.6087
H -2.2744 3.9334 -1.3311
O 0.6587 0.8467 -3.4968
H 1.4526 0.3214 -3.6953
H 0.1922 0.8256 -4.3416
O 2.9943 -0.8009 -3.2015
H 2.8746 -1.7552 -3.1955
H 3.5496 -0.5231 -2.4672
O -3.5924 -0.1403 -3.2140
H -4.2720 -0.8219 -3.1909
H -2.7807 -0.6314 -3.0531
O -2.9083 -1.9535 -1.1096
H -3.3619 -2.7120 -0.7301
H -1.9548 -2.1077 -1.0519
O -2.9503 1.7376 -1.5954
H -3.2681 1.0037 -1.0625
H -3.3757 1.6234 -2.4591
*
```